No. 1
15
Properties=species:S:1:pos:R:3:forces:R:3:mulliken_charge:R:1 method="wB97M-V/def2-TZVPD" total_charge=0 e_homo_ev=-10.82 de_lowest_kcal_mol=29.6 smiles="O=C(O)COCC(=O)O" multiplicity=1 e_lumo_ev=0.15
O -2.348947 -0.010812 -0.746787 0.92 0.16 -0.05 -0.462
H 1.392636 1.880640 0.090119 0.32 0.26 -0.38 0.428
H 0.572194 -1.529121 -1.309659 -0.39 0.31 0.00 0.320
H 0.701716 -1.031376 0.957254 0.56 -0.45 0.08 0.304
C 0.385286 -0.005261 0.860811 -0.76 -0.31 -0.21 -0.026
O -1.766475 -2.146735 -0.617578 0.72 1.84 -0.75 -0.534
C 1.330107 0.899688 1.623129 -1.04 -0.40 1.98 0.308
H -1.812695 0.793552 -0.744886 -0.35 0.54 -0.15 0.379
H -0.014014 -0.202517 -2.326216 -0.32 0.16 -1.14 0.333
H -0.680199 -0.059946 1.223236 1.04 0.70 0.18 0.345
O 1.805460 1.929120 0.965423 0.18 0.54 -0.76 -0.481
O 1.542967 0.730533 2.793626 0.17 -0.26 -0.31 -0.548
C -0.077245 -0.636024 -1.361643 1.25 -0.05 0.95 -0.446
O 0.415879 0.388199 -0.504153 -0.20 0.03 -0.09 -0.545
C -1.446669 -0.999942 -0.902677 -2.11 -3.07 0.63 0.625


No. 2
11
Properties=species:S:1:pos:R:3:forces:R:3:mulliken_charge:R:1 method="wB97M-V/def2-TZVPD" total_charge=0 e_homo_ev=-10.30 de_lowest_kcal_mol=83.5 multiplicity=1 e_lumo_ev=-0.44
C 1.018530 -1.116745 -0.178092 0.41 -0.17 0.29 -0.020
C -1.599312 0.352449 0.718927 -0.01 -0.01 -0.12 0.022
H -2.239723 0.542006 1.600196 0.08 -0.05 -0.13 0.356
H 0.312033 0.711700 -1.043282 0.12 -0.07 0.09 0.249
O -2.028594 -0.070210 -0.336282 0.17 0.13 0.34 -0.547
H 1.609009 0.942570 0.142911 -0.17 -0.02 -0.02 0.427
C 2.121769 -1.428125 0.429883 -0.48 0.08 -0.39 -0.337
N -0.291589 0.670547 0.931712 -0.10 -0.07 0.03 -0.151
H 0.319241 -1.777061 -0.678764 0.04 -0.01 0.07 0.389
C 0.699585 0.379948 -0.077940 0.11 0.19 -0.09 -0.659
H 0.031048 0.817502 1.876437 -0.16 0.00 -0.08 0.272


No. 3
11
Properties=species:S:1:pos:R:3:forces:R:3:mulliken_charge:R:1 method="wB97M-V/def2-TZVPD" total_charge=0 e_homo_ev=-9.18 de_lowest_kcal_mol=76.5 multiplicity=1 e_lumo_ev=0.44
H 1.112257 1.473345 0.987058 -0.17 0.09 -0.46 0.237
H -0.717801 2.423541 -1.552870 0.04 -1.29 0.43 0.329
H -1.739079 0.433440 -0.717048 0.44 -0.61 -0.01 0.248
H 1.574681 -0.055024 1.428130 0.98 -1.20 0.74 0.243
O -0.581928 2.101714 -0.635553 -0.01 -0.15 1.04 -0.518
O 0.918699 -2.562831 0.693403 -0.18 0.01 -0.60 -0.466
N 1.076975 0.482966 0.785327 -0.20 0.93 -0.47 -0.330
C 0.067489 -0.109819 0.175263 -0.69 0.52 0.42 -0.180
N -0.792691 0.643250 -0.434347 -0.40 2.04 -1.87 -0.005
O -0.934219 -2.499534 -0.699142 0.34 0.08 -0.19 -0.451
C 0.015616 -2.331049 -0.030222 -0.16 -0.41 0.97 0.892